[1]
C8H11Cl2P | ωB97M-V/def2-TZVPD

Positions of all 22 atoms, in Å:
C1 3.13121 -0.83536 -1.23627
C2 1.65627 -0.37484 -1.26864
C3 1.43219 0.97694 -0.61509
C4 0.01175 1.40224 -0.39950
Cl1 -0.21149 2.69774 0.75216
P1 -1.18878 0.15506 -0.00762
Cl2 -1.80089 -0.68719 -1.72104
C5 -1.45358 -1.29354 1.10825
C6 -2.34012 -0.85532 1.99270
C7 -3.10027 0.28749 1.67161
C8 -2.59833 1.01094 0.63896
H1 3.08870 -1.79411 -1.51467
H2 3.80643 -0.18336 -1.77845
H3 3.54072 -0.57010 -0.16125
H4 1.05588 -1.14602 -0.62206
H5 1.48599 -0.43375 -2.30878
H6 2.03972 0.97715 0.30384
H7 1.85237 1.70911 -1.28683
H8 -0.80829 -2.08751 1.07139
H9 -2.63692 -1.45728 2.89247
H10 -3.89560 0.50066 2.31902
H11 -3.06695 2.00104 0.16979

Force components x, y, z for each atom (eV/Å):
C 0.045 5.114 4.150
C 0.309 -1.161 2.228
C 0.469 0.191 -0.433
C -1.014 -2.353 0.588
Cl 0.467 0.858 0.318
P 0.022 0.876 -0.449
Cl -0.004 -0.359 -0.848
C 0.049 3.007 -0.676
C -0.147 -3.508 1.823
C 0.938 2.106 -1.462
C -2.376 1.929 -0.205
H 0.876 -3.712 -0.828
H -0.190 -0.177 -0.942
H -0.723 -1.494 -1.646
H 0.857 0.956 -1.553
H -1.490 0.078 -1.055
H -0.263 0.209 -0.026
H 0.500 0.570 -0.137
H 1.235 -1.979 0.376
H 0.404 0.564 -0.858
H -1.245 0.745 0.393
H 1.280 -2.458 1.243

Calculated values
* total charge: 0
* LUMO (spin up / spin down): -0.51 / -0.51 eV
* Kohn-Sham gap (spin up / spin down): 6.93 / 6.93 eV
* HOMO energy (spin up / spin down): -7.44 / -7.44 eV
* total energy: -42804.59950 eV
* structure (SMILES): CCCC(Cl)=P1(Cl)C=CC=C1

Atomic partial charges in e from the Löwdin method, atoms 1 to 4: C -0.104; C -0.297; C -0.360; C -0.827

---

[2]
C21H8AuF7N2S3 | ωB97M-V/def2-TZVPD

Positions of all 42 atoms, in Å:
Au1 0.20820 -0.25380 0.09510
S1 2.76300 0.60880 0.39990
C1 2.24560 1.97990 1.29510
C2 2.91300 3.18440 1.08250
C3 2.53920 4.36230 1.71480
C4 3.24920 5.55150 1.48690
N1 3.86380 6.51040 1.31640
C5 1.43460 4.34490 2.60080
C6 0.78600 3.14240 2.84160
C7 1.16460 1.95460 2.22150
S2 0.26900 0.53680 2.60170
C8 0.98380 5.52630 3.20740
N2 0.59530 6.49550 3.69350
H1 3.74140 3.19380 0.38920
H2 -0.05850 3.11350 3.51330
C9 -0.69860 4.44080 -0.90270
C10 -1.47810 3.77340 0.02330
C11 -1.28640 2.41990 0.25390
C12 -0.31160 1.70540 -0.42980
C13 0.44830 2.38590 -1.37360
C14 0.26020 3.73840 -1.60720
H3 -0.82760 5.50250 -1.06710
H4 -2.22900 4.31220 0.58630
H5 -1.89010 1.92800 1.00380
H6 1.21960 1.86640 -1.92860
H7 0.87830 4.24460 -2.33690
F1 -0.08060 -3.18410 0.81220
C15 0.44710 -2.40050 -0.18280
F2 1.74020 -2.86610 -0.31580
H8 -0.06770 -2.69960 -1.11040
F3 -8.45320 1.01880 0.44530
C16 -7.22090 0.51050 0.19120
C17 -6.66620 -0.46150 1.01830
F4 -7.38520 -0.91590 2.07150
C18 -5.41470 -0.98070 0.75460
F5 -4.95850 -1.94750 1.57270
C19 -4.63050 -0.57100 -0.35040
S3 -3.10960 -1.22920 -0.70320
C20 -5.24150 0.40480 -1.17300
F6 -4.60610 0.82290 -2.28450
C21 -6.49180 0.92840 -0.91780
F7 -7.03850 1.83600 -1.75990

Force components x, y, z for each atom (eV/Å):
Au -0.122 -0.099 -1.024
S -0.764 -0.484 -0.212
C 0.128 -0.263 0.041
C -0.019 0.707 0.059
C -0.580 -1.110 0.191
C 0.665 0.848 -0.193
N -0.016 0.044 -0.046
C 0.387 -1.192 -0.441
C 0.049 0.685 -0.012
C 0.083 -0.437 0.186
S -0.068 -0.353 -0.556
C -0.423 0.967 0.514
N 0.027 -0.010 0.039
H 0.016 0.050 -0.047
H -0.072 0.074 0.026
C 0.027 0.232 -0.033
C -0.203 -0.040 0.022
C -0.276 -0.042 0.100
C 0.567 -0.120 0.954
C 0.107 -0.272 -0.267
C -0.023 0.035 -0.231
H -0.010 0.069 0.009
H -0.074 0.018 0.038
H -0.007 -0.077 0.048
H 0.069 -0.022 0.064
H 0.063 0.047 -0.060
F -0.312 -0.309 0.264
C -0.037 0.936 0.809
F 0.512 -0.024 -0.255
H -0.056 0.126 0.040
F 0.254 -0.112 -0.055
C 0.170 -0.106 -0.042
C -0.253 0.114 -0.053
F 0.094 0.119 -0.122
C 0.203 0.051 -0.300
F -0.138 0.249 -0.091
C -0.686 0.437 0.154
S 0.967 -0.454 -0.155
C 0.176 -0.237 0.112
F -0.218 0.009 0.269
C -0.271 0.039 0.095
F 0.066 -0.091 0.162

Calculated values
* total charge: -2
* LUMO (spin up / spin down): 2.94 / 2.94 eV
* Kohn-Sham gap (spin up / spin down): 4.91 / 4.91 eV
* HOMO energy (spin up / spin down): -1.96 / -1.96 eV
* total energy: -80106.45686 eV

Atomic partial charges in e from the Löwdin method, atoms 1 to 4: Au 0.765; S 0.604; C -0.747; C -0.080

---

[3]
C2HF5NO | ωB97M-V/def2-TZVPD

Positions of all 10 atoms, in Å:
C1 -0.60564 0.78221 0.24389
C2 -1.30384 -0.51175 0.12748
N1 2.97118 0.34727 -0.37995
O1 3.57575 -0.45988 0.28230
F1 -1.31236 1.65899 1.09370
F2 -0.63465 1.36236 -1.01456
F3 -0.98802 -1.23461 -0.95875
F4 -0.96500 -1.37199 1.14774
F5 -2.63363 -0.51433 0.17171
H1 1.89621 -0.05826 -0.71355

Force components x, y, z for each atom (eV/Å):
C 2.387 -0.009 0.639
C 0.245 -1.101 0.946
N -1.776 -1.338 -0.281
O -0.916 0.632 -0.757
F -0.426 -0.496 -0.413
F -0.627 0.553 -0.774
F 0.440 0.354 -0.993
F 0.101 0.352 0.541
F -1.930 0.261 -0.083
H 2.502 0.791 1.176

Calculated values
* total charge: -1
* LUMO: 3.44 eV
* Kohn-Sham gap: 6.11 eV
* HOMO energy: -2.67 eV
* total energy: -19212.42522 eV

Atomic partial charges in e from the Löwdin method, atoms 1 to 4: C -0.361; C -0.661; N -0.033; O -0.137

---

[4]
C5H12N3OS | ωB97M-V/def2-TZVPD

Positions of all 22 atoms, in Å:
C1 2.94385 1.23630 -0.39779
C2 1.49655 1.80661 -0.69563
C3 -0.82033 0.22050 -0.29876
C4 -2.58256 0.11717 1.26904
C5 -2.58112 -1.52024 -0.61787
N1 2.05093 -0.72731 0.46099
N2 3.12795 -0.17811 0.11129
N3 -1.90770 -0.42152 0.04371
O1 2.05545 -2.01331 0.74810
S1 0.19037 1.23874 0.54394
H1 3.61244 1.33116 -1.30168
H2 3.41663 1.89530 0.34266
H3 1.57340 2.88029 -0.73265
H4 1.24076 1.39302 -1.68072
H5 -0.40568 -0.05052 -1.24140
H6 -1.86791 0.18151 2.18357
H7 -2.90657 1.09007 0.93476
H8 -3.39419 -0.47988 1.52052
H9 -1.99895 -2.43091 -0.32647
H10 -3.52971 -1.53420 -0.11193
H11 -2.70034 -1.56289 -1.67937
H12 2.98674 -2.47178 0.92569

Force components x, y, z for each atom (eV/Å):
C 0.142 0.005 0.789
C 0.860 -2.651 -0.309
C 0.064 -1.502 -1.246
C 2.727 0.668 0.418
C 0.925 -1.689 1.245
N 1.975 1.957 -1.874
N -1.900 -0.770 0.215
N 0.723 2.357 1.487
O 2.252 -2.169 1.246
S -0.257 2.026 0.516
H -0.996 -0.234 0.739
H -0.033 -0.287 -0.008
H -0.460 0.300 0.181
H -0.434 0.364 0.276
H 0.095 -0.339 -0.869
H -1.107 -0.082 -1.728
H -0.264 0.514 0.548
H -1.348 -1.027 0.458
H -0.712 0.453 -0.247
H -0.499 -0.484 -0.363
H 0.180 0.816 -0.684
H -1.931 1.774 -0.790

Calculated values
* total charge: +1
* LUMO: -3.91 eV
* Kohn-Sham gap: 8.86 eV
* HOMO energy: -12.77 eV
* total energy: -22722.23410 eV

Atomic partial charges in e from the Löwdin method, atoms 1 to 4: C -0.213; C -0.329; C -0.423; C -0.006

---

The energy relative to the best compared isomer or geometry (same formula, charge and spin) results, record by record, are as follows: 77.1, 45.3, 37.2, 61.3 kcal/mol.
The molar mass results, record by record, are as follows: 209.1, 714.5, 150.0, 162.2 Da.